# 1
ORCA calculation (ωB97M-V/def2-TZVPD) on a structure of composition C37H92AsCl2F6N6O15 in a non-equilibrium geometry.

- Charge: -1

Last column: Mulliken charge in e.
Positions of all 159 atoms, in Å:
As 0.232 -0.032 0.467  2.167
F -0.467 1.522 0.861  -0.447
F -1.121 -0.744 1.358  -0.527
F 0.840 -1.607 0.072  -0.123
F 1.439 0.780 -0.477  -0.463
F 1.072 -0.102 1.985  -0.706
F -0.796 -0.081 -0.945  -0.597
C 6.010 5.242 -1.640  -1.628
C 5.276 4.082 -0.966  0.549
C 3.929 4.573 -0.421  -0.875
O 3.404 3.574 0.427  -0.105
C 2.066 3.849 0.754  -0.771
N 5.188 2.982 -1.902  -0.366
H 5.480 5.446 -2.584  0.384
H 7.019 5.014 -1.986  0.366
H 6.046 6.163 -1.059  0.396
H 5.879 3.818 -0.089  0.156
H 3.296 4.697 -1.312  0.290
H 4.063 5.511 0.128  0.402
H 1.910 4.858 1.153  0.445
H 1.736 3.074 1.447  0.000
H 1.350 3.758 -0.075  0.373
H 4.505 2.323 -1.542  0.091
H 4.900 3.265 -2.830  0.281
C 4.485 0.391 0.727  -0.534
C 4.997 -0.940 1.249  0.400
C 4.546 -1.120 2.701  -0.614
O 4.931 -2.390 3.161  -0.337
C 4.695 -2.540 4.556  -0.680
N 4.575 -2.073 0.406  -0.692
H 3.393 0.461 0.790  0.067
H 4.674 0.600 -0.324  -0.239
H 4.882 1.215 1.330  0.553
H 6.085 -0.867 1.358  0.397
H 3.459 -0.941 2.761  0.026
H 5.000 -0.357 3.354  0.427
H 3.630 -2.510 4.802  0.223
H 5.200 -1.704 5.056  0.304
H 5.122 -3.507 4.809  0.249
H 5.108 -1.976 -0.456  0.319
H 3.641 -1.827 0.078  0.053
C -1.912 -3.903 0.771  -0.524
C -0.509 -4.539 0.665  0.570
C -0.142 -4.642 -0.824  0.189
O 1.215 -4.869 -0.988  -0.467
C 1.680 -4.728 -2.315  -1.010
N 0.490 -3.814 1.460  -0.743
H -2.594 -4.319 0.027  0.294
H -1.844 -2.816 0.673  -0.261
H -2.299 -4.082 1.778  0.519
H -0.598 -5.556 1.060  0.351
H -0.516 -3.717 -1.292  -0.571
H -0.754 -5.462 -1.231  0.734
H 2.669 -5.181 -2.363  0.460
H 1.798 -3.672 -2.579  0.315
H 0.988 -5.235 -2.996  0.356
H 0.566 -2.889 1.037  0.032
H 0.050 -3.656 2.364  0.205
C -5.262 -0.983 -2.845  -1.602
C -4.022 -0.081 -2.891  2.188
C -3.478 -0.073 -4.305  -1.219
O -2.257 0.624 -4.349  -0.089
C -1.816 0.888 -5.647  -0.951
N -4.379 1.273 -2.481  -0.764
H -5.872 -0.703 -3.707  0.420
H -5.815 -0.808 -1.924  0.352
H -4.982 -2.031 -2.949  0.350
H -3.247 -0.471 -2.219  -0.917
H -4.229 0.313 -5.006  0.484
H -3.279 -1.125 -4.568  0.360
H -2.470 1.561 -6.219  0.331
H -1.715 -0.041 -6.226  0.305
H -0.840 1.368 -5.592  0.265
H -4.559 1.348 -1.483  0.349
H -3.537 1.843 -2.552  0.231
C -5.358 0.074 4.271  -1.447
C -4.802 -1.300 3.909  0.311
C -5.697 -2.088 2.956  -0.768
O -5.154 -3.336 2.682  -0.234
C -5.631 -3.932 1.503  -0.676
N -3.446 -1.094 3.346  -0.140
H -5.697 0.613 3.380  0.321
H -4.546 0.690 4.650  0.312
H -6.179 -0.065 4.973  0.424
H -4.569 -1.831 4.837  0.463
H -5.908 -1.421 2.113  0.299
H -6.630 -2.214 3.538  0.310
H -6.644 -4.331 1.654  0.342
H -5.022 -4.773 1.182  0.228
H -5.669 -3.189 0.700  0.237
H -3.018 -1.977 3.074  -0.065
H -3.470 -0.614 2.445  0.028
C 1.169 5.031 5.943  -1.509
C 0.295 3.801 6.106  0.481
C -0.316 3.384 4.748  -0.578
O -1.019 2.183 4.929  -0.296
C -1.616 1.680 3.727  -0.332
N 1.107 2.676 6.596  -0.728
H 1.841 4.988 5.083  0.270
H 1.803 5.074 6.833  0.401
H 0.622 5.974 5.909  0.362
H -0.544 4.006 6.773  0.370
H 0.519 3.245 4.043  0.136
H -0.952 4.216 4.406  0.328
H -0.880 1.306 3.026  0.387
H -2.244 2.474 3.305  0.543
H -2.334 0.920 4.043  -0.436
H 1.656 2.357 5.803  0.303
H 0.459 1.924 6.792  0.259
C 6.433 0.308 -4.414  -0.722
C 6.064 -1.165 -4.569  -0.363
O 4.670 -1.380 -4.797  -0.426
C 3.879 -1.220 -3.731  0.608
O 4.253 -1.004 -2.609  -0.406
O 2.621 -1.325 -4.144  -0.400
C 1.625 -1.126 -3.145  -0.158
H 6.079 0.866 -5.276  0.299
H 7.520 0.277 -4.319  0.353
H 5.987 0.666 -3.488  0.050
H 6.389 -1.820 -3.753  0.307
H 6.596 -1.642 -5.398  0.352
H 1.817 -1.577 -2.169  -0.240
H 0.677 -1.559 -3.443  0.136
H 1.538 -0.058 -2.947  0.480
C 0.095 -5.682 -5.840  -1.316
C 0.687 -4.389 -5.265  -0.118
O -0.264 -3.545 -4.653  -0.205
C -0.760 -3.944 -3.476  0.372
O -0.540 -5.002 -2.946  -0.579
O -1.541 -2.974 -3.018  0.095
C -1.966 -3.080 -1.663  -1.852
H -0.761 -5.525 -6.494  0.295
H -0.036 -6.430 -5.064  0.302
H 0.876 -6.127 -6.472  0.421
H 1.229 -3.844 -6.032  0.552
H 1.459 -4.746 -4.575  0.087
H -2.915 -2.552 -1.582  0.171
H -1.296 -2.586 -0.964  0.448
H -2.158 -4.112 -1.375  0.924
C -4.709 6.753 0.780  -1.115
C -5.249 6.024 -0.450  -0.125
O -4.201 5.502 -1.263  -0.410
C -3.476 4.519 -0.705  0.772
O -3.778 3.914 0.292  -0.549
O -2.403 4.331 -1.454  -0.466
C -1.557 3.225 -1.076  -0.281
H -5.344 7.583 1.090  0.368
H -3.705 7.141 0.591  0.300
H -4.587 6.073 1.623  0.282
H -5.780 6.733 -1.079  0.347
H -5.903 5.220 -0.113  0.220
H -0.923 2.995 -1.931  0.239
H -2.166 2.354 -0.864  0.146
H -0.898 3.541 -0.276  0.186
C -0.809 -1.060 5.042  1.059
Cl -0.135 -0.575 6.601  -0.245
Cl -0.828 -2.811 4.798  -0.230
H -1.837 -0.726 5.065  -0.127
H -0.304 -0.592 4.204  -0.502

# 2
ORCA calculation (ωB97M-V/def2-TZVPD) on a cluster of 8 separate species, C37H92N10O8 in total in a non-equilibrium geometry.

- Charge: +6

Last column: Mulliken charge in e.
Positions of all 147 atoms, in Å:
N 0.039 0.168 -0.364  0.463
O 0.916 0.956 -0.780  -0.528
O 0.325 -1.043 -0.094  -0.384
O -1.134 0.559 -0.099  -0.452
C -4.587 -2.126 -2.490  -1.128
C -3.305 -1.859 -3.266  -0.227
N -2.985 -0.446 -3.497  0.201
C -2.313 0.006 -4.601  -0.648
C -1.896 1.276 -4.331  -0.365
N -2.490 1.650 -3.150  0.284
C -3.065 0.534 -2.607  -0.202
C -2.303 2.951 -2.576  -0.517
H -4.770 -1.453 -1.652  0.254
H -4.366 -3.038 -1.927  0.389
H -5.405 -2.356 -3.165  0.356
H -3.349 -2.338 -4.242  0.374
H -2.462 -2.243 -2.688  0.212
H -2.036 -0.722 -5.346  0.463
H -1.134 1.897 -4.772  0.509
H -3.528 0.506 -1.639  0.340
H -1.491 3.434 -3.115  0.028
H -1.993 2.846 -1.534  0.230
H -3.186 3.581 -2.671  0.372
C -1.856 3.595 2.384  -0.670
C -3.075 4.489 2.175  -0.521
N -4.145 4.287 3.136  0.302
C -4.069 4.366 4.510  -0.305
C -5.307 4.037 4.924  -0.530
N -6.136 3.790 3.876  0.180
C -5.378 3.858 2.764  -0.299
C -7.491 3.350 3.994  -0.890
H -1.471 3.792 3.388  0.453
H -1.050 3.813 1.686  0.181
H -2.061 2.525 2.323  0.005
H -3.472 4.272 1.184  0.278
H -2.741 5.521 2.277  0.348
H -3.276 4.795 5.099  0.474
H -5.699 4.017 5.931  0.513
H -5.610 3.720 1.721  0.370
H -7.558 2.717 4.879  0.349
H -7.857 2.789 3.139  0.388
H -8.102 4.233 4.193  0.355
C 1.342 5.073 -2.803  -0.684
N 2.297 4.463 -1.814  -0.036
C 3.469 5.485 -1.794  -0.824
C 1.749 4.234 -0.424  -0.796
C 2.923 3.144 -2.392  -0.169
C 3.918 2.469 -1.374  -0.882
O 4.964 2.074 -2.278  -0.503
H 0.527 4.369 -2.959  0.108
H 1.917 5.355 -3.678  0.429
H 0.887 5.950 -2.343  0.408
H 3.972 5.343 -2.746  0.434
H 4.169 5.142 -1.035  0.357
H 3.084 6.481 -1.604  0.438
H 0.780 3.804 -0.688  0.300
H 1.591 5.232 -0.024  0.456
H 2.379 3.532 0.102  0.273
H 3.342 3.418 -3.355  0.546
H 1.988 2.600 -2.538  -0.051
H 3.439 1.619 -0.894  -0.040
H 4.343 3.084 -0.583  0.993
H 5.598 2.801 -2.304  0.321
C -3.163 -1.004 3.996  -0.876
N -4.014 -0.990 2.760  0.338
C -4.545 0.387 2.525  -0.631
C -3.019 -1.429 1.683  -0.839
C -5.107 -2.060 2.828  -0.415
C -6.134 -1.777 3.921  -0.650
O -7.019 -0.702 3.567  -0.526
H -3.688 -0.557 4.838  0.409
H -2.287 -0.399 3.774  0.304
H -2.875 -2.013 4.279  0.358
H -5.125 0.684 3.393  0.549
H -5.082 0.409 1.581  0.420
H -3.700 1.074 2.451  -0.273
H -3.545 -1.517 0.732  0.130
H -2.677 -2.440 1.896  0.454
H -2.174 -0.750 1.620  0.271
H -4.587 -3.006 2.959  0.419
H -5.609 -2.083 1.860  0.374
H -5.688 -1.506 4.879  0.338
H -6.809 -2.629 4.023  0.479
H -7.588 -0.549 4.331  0.336
C 3.352 -0.998 3.336  -0.997
N 3.312 0.451 3.675  0.103
C 2.324 1.189 2.774  -1.008
C 2.746 0.661 5.069  -0.881
C 4.680 1.149 3.672  -0.534
C 5.516 0.885 2.456  -0.837
O 5.080 1.338 1.179  -0.308
H 4.236 -1.405 3.819  0.362
H 3.363 -1.088 2.250  0.384
H 2.422 -1.466 3.651  0.390
H 2.310 2.255 2.972  0.412
H 1.330 0.762 2.910  0.436
H 2.617 0.898 1.766  0.245
H 1.726 0.292 5.099  0.384
H 2.800 1.700 5.391  0.387
H 3.384 0.139 5.783  0.442
H 5.167 0.739 4.555  0.462
H 4.454 2.204 3.818  0.380
H 5.788 -0.182 2.465  0.429
H 6.533 1.221 2.706  0.493
H 5.616 0.747 0.632  0.241
C 0.385 -4.214 0.968  -1.223
N 0.971 -5.507 0.399  0.201
C 2.010 -6.065 1.380  -0.905
C -0.211 -6.396 0.139  -0.853
C 1.717 -5.068 -0.838  -0.256
C 2.640 -6.151 -1.392  -0.771
O 2.004 -7.347 -1.747  -0.476
H 0.154 -4.462 2.007  0.501
H -0.508 -3.943 0.420  0.411
H 1.134 -3.434 1.086  0.421
H 1.504 -6.090 2.346  0.408
H 2.771 -5.293 1.396  0.377
H 2.201 -7.093 1.088  0.376
H -0.818 -5.937 -0.635  0.368
H -0.550 -6.683 1.130  0.397
H 0.194 -7.272 -0.375  0.352
H 2.307 -4.166 -0.682  0.242
H 1.037 -4.801 -1.652  0.363
H 3.460 -6.326 -0.686  0.335
H 3.163 -5.721 -2.254  0.383
H 2.448 -7.712 -2.520  0.355
C 3.456 -1.299 -2.680  -0.632
N 3.427 -1.217 -4.181  0.391
C 2.073 -0.687 -4.522  -1.028
C 4.442 -0.224 -4.685  -0.583
C 3.703 -2.596 -4.793  -0.229
C 3.292 -2.769 -6.257  -0.786
O 3.961 -1.910 -7.116  -0.472
H 4.415 -1.721 -2.384  0.419
H 2.605 -1.880 -2.335  0.380
H 3.394 -0.286 -2.290  -0.144
H 1.951 -0.601 -5.599  0.450
H 1.914 0.280 -4.047  0.173
H 1.315 -1.337 -4.085  0.475
H 5.452 -0.617 -4.593  0.378
H 4.378 0.744 -4.198  -0.021
H 4.235 -0.140 -5.751  0.437
H 3.123 -3.262 -4.147  0.183
H 4.728 -2.864 -4.540  0.435
H 2.197 -2.730 -6.331  0.315
H 3.415 -3.823 -6.533  0.478
H 4.390 -2.388 -7.835  0.343

no.,calculated total energy (eV)
1,-181702.28142
2,-71073.36090